Record 1
Below is C5H8NO6P as an isolated structure at a distorted geometry, with properties calculated with wB97M-V/def2-TZVPD.

```
21
Properties=species:S:1:pos:R:3:forces:R:3:lowdin_charge:R:1
P 2.1880 -0.5890 -0.0611 1.2356 -0.3333 0.5253 0.256
O -3.1867 -1.7128 0.2485 -0.0468 0.1151 0.4406 -0.091
O -0.9732 1.9928 -0.8651 -0.3673 -1.0168 -2.8056 -0.087
O 2.4324 -2.0661 0.0147 -0.6271 0.2717 -0.5195 -0.400
O -2.4708 -0.4959 -1.4761 0.2620 0.6684 -0.3725 -0.080
O 2.6736 0.2131 1.1372 -0.9060 0.0880 -0.9220 -0.410
O 3.0073 0.0118 -1.4080 0.2711 -2.8726 -0.1282 -0.218
N -0.7445 -0.5176 1.4745 -0.5311 -3.4398 -0.0512 -0.054
C 0.5616 -0.0991 -0.6974 -4.2709 -1.2978 0.0346 -0.167
C -0.7474 0.8614 1.2606 1.0951 -0.7259 -2.8522 -0.178
C -2.3183 -1.0813 -0.3875 0.5681 -1.3057 -0.4517 -0.728
C -0.8709 -1.2449 0.2200 1.9958 2.6042 -1.1117 -0.068
C -0.0653 1.1689 -0.1733 1.5155 1.2814 2.9190 -0.422
H -1.7063 1.2518 1.2134 -2.3317 0.4424 -0.6060 0.085
H 2.9895 0.8958 -1.1725 0.3016 3.1326 0.3357 -0.027
H -0.3226 1.4666 1.9714 1.7099 0.7942 2.1764 0.079
H 0.4316 -0.2111 -1.8059 0.3539 -0.0376 1.0455 0.101
H -0.3707 -2.2303 0.0825 -0.8035 0.6046 0.8628 0.115
H -1.2555 1.4676 -1.6655 -0.1511 0.5002 1.3455 0.091
H 0.0164 -0.9552 1.9580 0.5983 0.6840 0.4140 0.095
H 0.7321 1.8733 0.1317 0.1286 -0.1573 -0.2789 0.109
```
Forces are in eV/Å.

Results
LUMO energy (eV): 6.135
Net charge: -2

Record 2
Below is one molecule with the formula C5H8NP at a distorted geometry, with properties calculated with wB97M-V/def2-TZVPD.

```
15
Properties=species:S:1:pos:R:3:forces:R:3:lowdin_charge:R:1
P 1.5404 1.2744 -0.0466 -1.7400 -1.5972 -0.1642 0.903
N 1.1357 -1.5396 0.0383 -2.3419 -0.9959 -0.6569 0.027
C 2.7868 0.0321 -0.0448 2.4446 0.7517 -1.0138 -0.458
C 0.3118 -0.6076 -0.1023 2.3341 2.1811 0.1704 -0.295
C 2.4659 -1.2402 -0.1018 -0.4194 -0.8321 1.2603 -0.254
C -1.8444 0.7135 -0.3132 1.0071 1.6162 -1.5798 -0.136
C -1.1173 -0.5266 0.1295 -2.4645 -1.4687 -0.5917 -0.289
H -1.7220 -1.4359 -0.1628 1.1044 0.5477 0.2905 0.139
H 3.1023 -2.1015 -0.0185 0.5697 0.0291 -0.5644 0.100
H -1.9445 0.7825 -1.4359 -1.0288 -0.5330 1.0839 0.091
H -1.1851 -0.4361 1.1716 -0.0919 -0.4470 1.9323 0.093
H -1.0048 1.4273 -0.3001 -0.7298 0.7384 0.8304 -0.003
H 1.3708 1.2531 1.3726 -0.1701 0.0269 -0.1807 -0.073
H -2.7262 1.0298 0.3400 1.2549 -0.5199 -1.2975 0.105
H 3.8116 0.2185 -0.3351 0.2716 0.5027 0.4812 0.051
```
Forces are in eV/Å.

Results
Energy relative to the best compared isomer or geometry (same formula, charge and spin) (kJ/mol): 209.2
LUMO energy (eV): 0.481

Record 3
Below is one molecule with the formula C5H8NP at a distorted geometry, with properties calculated with wB97M-V/def2-TZVPD.

```
15
Properties=species:S:1:pos:R:3:forces:R:3:lowdin_charge:R:1
P 1.1671 -0.0935 -0.4097 -0.1942 0.5464 2.8219 0.976
N -1.2882 -0.9780 0.3052 0.2278 0.6769 0.9863 0.041
C 0.2160 -2.7805 0.0934 0.5110 -1.5467 0.2876 -0.123
C -1.2839 0.4154 0.4811 3.2103 0.8637 -0.6314 -0.167
C -0.0922 -1.3614 0.1035 0.1019 -0.4471 -2.1231 -0.624
C -0.0829 1.0895 0.2830 -2.2867 -1.6074 -0.5802 -0.517
C 0.1066 2.5074 0.6399 -0.2901 1.9471 -2.0883 -0.156
H 0.5661 -3.2174 -0.8737 -0.5475 0.5267 0.4049 0.081
H -0.7671 -3.2579 0.4336 1.9054 -0.0390 -0.1404 0.103
H -0.8452 3.1123 0.2444 2.2380 -0.9546 0.8623 0.114
H 1.1666 -2.8506 0.7196 -1.5340 -0.6552 -0.1217 0.090
H 1.0971 2.9125 0.1224 -2.1894 -0.4770 1.4974 0.102
H 0.0887 2.5487 1.7310 0.5054 0.5908 -0.1233 0.063
H 0.6998 -0.0804 -1.6812 -0.5798 -0.0327 -1.3959 -0.070
H -2.1481 0.8588 0.8804 -1.0783 0.6082 0.3439 0.087
```
Forces are in eV/Å.

Results
Energy relative to the best compared isomer or geometry (same formula, charge and spin) (kJ/mol): 150.1
LUMO energy (eV): 0.377

Record 4
Below is an isolated ion of composition C5H8NS and charge +1 at a distorted geometry, with properties calculated with wB97M-V/def2-TZVPD.

```
15
Properties=species:S:1:pos:R:3:forces:R:3:lowdin_charge:R:1
S 1.7575 0.5325 0.0458 1.6530 0.3022 -0.7495 1.077
N -0.3896 -0.6891 0.8365 0.5929 0.1984 1.5010 -0.197
C 0.9784 -0.4659 1.2746 0.6280 0.3686 2.0326 -0.367
C 0.3878 1.3744 -2.1754 -1.0601 0.1498 1.0830 -0.052
C 0.3314 0.6221 -0.9119 -0.8323 -1.3562 0.8265 -0.545
C -0.6662 -0.0537 -0.3191 -3.9763 0.4562 -2.9144 -0.113
C -1.1778 -1.3161 1.6074 -2.7753 0.2647 -0.3060 0.162
H 0.9817 0.7813 -2.8347 1.5331 0.4539 -0.4488 0.095
H -2.3090 -1.2228 1.4451 1.9370 -0.6533 0.1620 0.162
H 1.0316 0.1359 2.2329 -0.5668 -0.7398 -0.9966 0.137
H -0.7086 -1.7858 2.4327 -0.1686 -0.4518 0.8710 0.110
H 0.6929 2.3374 -1.7157 0.3537 0.0448 -1.7909 0.115
H -0.5414 1.4011 -2.7462 -0.3352 0.4105 0.6893 0.103
H 1.3959 -1.4377 1.5179 0.5997 -0.0160 -0.4293 0.120
H -1.7645 -0.2136 -0.6899 2.4172 0.5681 0.4702 0.193
```
Forces are in eV/Å.

Results
Energy relative to the best compared isomer or geometry (same formula, charge and spin) (kJ/mol): 154.2
LUMO energy (spin up / spin down) (eV): -5.119 / -5.119
Net charge: +1

What did the first record say?
Below is C5H8NO6P as an isolated structure at a distorted geometry, with properties calculated with wB97M-V/def2-TZVPD.

```
21
Properties=species:S:1:pos:R:3:forces:R:3:lowdin_charge:R:1
P 2.1880 -0.5890 -0.0611 1.2356 -0.3333 0.5253 0.256
O -3.1867 -1.7128 0.2485 -0.0468 0.1151 0.4406 -0.091
O -0.9732 1.9928 -0.8651 -0.3673 -1.0168 -2.8056 -0.087
O 2.4324 -2.0661 0.0147 -0.6271 0.2717 -0.5195 -0.400
O -2.4708 -0.4959 -1.4761 0.2620 0.6684 -0.3725 -0.080
O 2.6736 0.2131 1.1372 -0.9060 0.0880 -0.9220 -0.410
O 3.0073 0.0118 -1.4080 0.2711 -2.8726 -0.1282 -0.218
N -0.7445 -0.5176 1.4745 -0.5311 -3.4398 -0.0512 -0.054
C 0.5616 -0.0991 -0.6974 -4.2709 -1.2978 0.0346 -0.167
C -0.7474 0.8614 1.2606 1.0951 -0.7259 -2.8522 -0.178
C -2.3183 -1.0813 -0.3875 0.5681 -1.3057 -0.4517 -0.728
C -0.8709 -1.2449 0.2200 1.9958 2.6042 -1.1117 -0.068
C -0.0653 1.1689 -0.1733 1.5155 1.2814 2.9190 -0.422
H -1.7063 1.2518 1.2134 -2.3317 0.4424 -0.6060 0.085
H 2.9895 0.8958 -1.1725 0.3016 3.1326 0.3357 -0.027
H -0.3226 1.4666 1.9714 1.7099 0.7942 2.1764 0.079
H 0.4316 -0.2111 -1.8059 0.3539 -0.0376 1.0455 0.101
H -0.3707 -2.2303 0.0825 -0.8035 0.6046 0.8628 0.115
H -1.2555 1.4676 -1.6655 -0.1511 0.5002 1.3455 0.091
H 0.0164 -0.9552 1.9580 0.5983 0.6840 0.4140 0.095
H 0.7321 1.8733 0.1317 0.1286 -0.1573 -0.2789 0.109
```
Forces are in eV/Å.

Results
LUMO energy (eV): 6.135
Net charge: -2

What is the formula in the fourth record? C5H8NS